Run i
Below is 2 unconnected molecules or ions with the total composition CH5PS2, with properties calculated with the ωB97M-V functional and the def2-TZVPD basis.

## Properties
Lowest unoccupied orbital energy (spin up / spin down) (eV): -2.07 / -2.33
Highest occupied orbital energy (spin up / spin down) (eV): -9.0 / -9.3

ORCA input file:
```
! RIJCOSX wB97M-V def2-TZVPD def2/J DEFGRID3
* xyz 0 1
C 0.75585 -1.27475 0.56124
P 0.12335 0.60854 0.45987
S -2.53847 1.40931 -2.01421
S 0.59783 1.41414 -1.30649
H -0.12072 -1.73251 1.03158
H 1.69969 -1.53348 1.09432
H 0.79371 -1.60136 -0.49865
H 1.09582 1.36702 1.41511
H -2.40705 1.34308 -0.74277
*
```



Run ii
Below is 2 unconnected molecules or ions with the total composition CH5PS2, with properties calculated with the ωB97M-V functional and the def2-TZVPD basis.

## Properties
Lowest unoccupied orbital energy (spin up / spin down) (eV): -1.26 / -2.97
Highest occupied orbital energy (spin up / spin down) (eV): -9.2 / -7.9

ORCA input file:
```
! RIJCOSX wB97M-V def2-TZVPD def2/J DEFGRID3
* xyz 0 1
C -0.17396 -0.78927 -0.80878
P 1.60275 -0.51445 -0.28089
S -1.65939 1.97117 0.84282
S 2.53287 -1.86820 0.81727
H -0.56476 -1.70268 -0.57439
H -0.33120 -0.51360 -1.88739
H -0.81562 0.02896 -0.17772
H 1.60528 0.91006 0.13278
H -2.19597 2.47800 1.93630
*
```



Run iii
Below is 2 unconnected molecules or ions with the total composition CH5PS2, with properties calculated with the ωB97M-V functional and the def2-TZVPD basis.

## Properties
Lowest unoccupied orbital energy (spin up / spin down) (eV): -0.16 / -1.20
Highest occupied orbital energy (spin up / spin down) (eV): -8.4 / -7.5

ORCA input file:
```
! RIJCOSX wB97M-V def2-TZVPD def2/J DEFGRID3
* xyz 0 1
C 0.39072 0.44494 -1.73772
P -1.12478 -0.35606 2.73936
S -0.11833 0.47768 0.03575
S 1.56839 -0.64052 -2.37024
H -0.49457 0.50571 -2.34484
H -1.60460 0.85535 2.39902
H -2.10904 -0.64316 1.86196
H 1.11915 0.26973 0.74061
H 2.37304 -0.91368 -1.32389
*
```



Most stable of them? run i.



Run i
Below is 2 unconnected molecules or ions with the total composition C7H12N2O, with properties calculated with the ωB97M-V functional and the def2-TZVPD basis.

## Properties
Lowest unoccupied orbital energy (eV): 0.66
Highest occupied orbital energy (eV): -9.4
SMILES: C[C@]12CCC[C@@]1(C#N)N2.O

ORCA input file:
```
! RIJCOSX wB97M-V def2-TZVPD def2/J DEFGRID3
* xyz 0 1
C -0.38890 1.56528 -1.47196
C -0.44745 0.89450 -0.12842
C 0.38684 1.46199 1.00968
C 0.41319 0.37077 2.09133
C 0.25425 -0.96295 1.33682
C -0.51908 -0.59234 0.07659
C -0.52271 -1.53016 -1.04547
N -1.07124 -2.24026 -1.84237
N -1.70253 0.24541 0.23013
H -1.04496 1.06321 -2.19439
H -0.71118 2.61237 -1.38133
H 0.63920 1.55424 -1.85922
H 1.39729 1.66058 0.62374
H -0.02046 2.41565 1.37568
H 1.33768 0.39539 2.68088
H -0.41312 0.51107 2.80157
H 1.23325 -1.37058 1.04832
H -0.26619 -1.72813 1.92886
H -1.95752 0.36024 1.20899
O 1.29772 -2.02272 -2.31127
H 0.30115 -2.58421 -2.68303
H 1.80478 -2.07936 -1.49511
*
```



Run ii
Below is 2 unconnected molecules or ions with the total composition C7H12N2O, with properties calculated with the ωB97M-V functional and the def2-TZVPD basis.

## Properties
Lowest unoccupied orbital energy (spin up / spin down) (eV): 0.49 / -0.29
Highest occupied orbital energy (spin up / spin down) (eV): -7.9 / -7.4

ORCA input file:
```
! RIJCOSX wB97M-V def2-TZVPD def2/J DEFGRID3
* xyz 0 1
C -1.36187 1.11384 0.88294
C 0.99868 1.11627 0.42462
C -0.70547 -2.04252 0.50944
C -0.31889 1.38847 -0.09961
C 0.59609 -2.28693 -1.41483
C 2.20221 1.56770 -0.31911
N 0.43916 -1.94987 -0.01397
O -1.03968 0.98199 2.21518
C -2.69661 1.03682 0.49424
N -3.81184 1.02503 0.15216
H -1.83686 0.87272 2.74845
H 1.19129 0.45055 1.25479
H -1.58624 -2.43217 -0.01582
H -0.84104 -1.70627 1.53372
H -0.43032 0.58011 -0.85158
H -0.44369 2.34188 -0.61765
H -0.32805 -2.64341 -1.89236
H 1.36709 -3.05680 -1.50361
H 0.96590 -1.40773 -1.95089
H 2.88210 2.17197 0.29500
H 1.92901 2.15485 -1.19985
H 2.82900 0.72350 -0.63126
*
```



Most stable of them? run i.



Run i
Below is 2 unconnected molecules or ions with the total composition C4H9O2, with properties calculated with the ωB97M-V functional and the def2-TZVPD basis.

## Properties
Lowest unoccupied orbital energy (spin up / spin down) (eV): 0.78 / -2.91
Highest occupied orbital energy (spin up / spin down) (eV): -10.9 / -10.8

ORCA input file:
```
! RIJCOSX wB97M-V def2-TZVPD def2/J DEFGRID3
* xyz 0 2
C -2.63542 -2.06059 -0.27112
C -1.18187 -2.31981 0.15993
H -3.32323 -2.34451 0.53510
H -2.83499 -1.00679 -0.40516
H -2.88579 -2.71060 -1.11197
H -1.07505 -3.31515 0.61775
H -1.07455 -1.66853 1.03352
H -0.40469 -2.32213 -0.59603
C 0.62725 0.99092 -1.19016
C 1.25160 1.29545 0.25398
O 2.15485 0.63588 0.67393
O 0.53086 2.25400 0.68747
H -0.22099 0.34215 -1.01859
H 1.50422 0.65405 -1.71431
H 0.28809 1.83512 -1.79230
*
```



Run ii
Below is a single C4H9O2 molecule, with properties calculated with the ωB97M-V functional and the def2-TZVPD basis.

## Properties
Lowest unoccupied orbital energy (spin up / spin down) (eV): 0.86 / -1.47
Highest occupied orbital energy (spin up / spin down) (eV): -10.3 / -10.0

ORCA input file:
```
! RIJCOSX wB97M-V def2-TZVPD def2/J DEFGRID3
* xyz 0 2
C -0.14607 0.09818 -1.72344
O 0.85839 0.21995 -2.70577
C 0.42046 0.04928 -0.31926
C -0.66163 0.16315 0.73535
C -0.10354 -0.16216 2.12551
O -0.94054 -0.05648 3.16770
H -0.78624 0.97737 -1.83346
H -0.77281 -0.78307 -1.90454
H 1.37735 -0.59336 -2.74085
H 1.16740 0.84649 -0.21745
H 0.98726 -0.88678 -0.18684
H -1.06004 1.17406 0.72930
H -1.50195 -0.48432 0.47978
H 0.72287 0.55597 2.28973
H 0.43910 -1.11828 2.10425
*
```



Most stable of them? run i.



Run i
Below is 2 unconnected molecules or ions with the total composition C4H9O2, with properties calculated with the ωB97M-V functional and the def2-TZVPD basis.

## Properties
Lowest unoccupied orbital energy (spin up / spin down) (eV): 0.72 / -1.09
Highest occupied orbital energy (spin up / spin down) (eV): -9.7 / -9.8

ORCA input file:
```
! RIJCOSX wB97M-V def2-TZVPD def2/J DEFGRID3
* xyz 0 2
H 0.82266 0.66230 -1.52995
C -0.89043 -0.15327 -1.50726
C -1.34460 -0.21800 -0.13095
O -2.43253 -0.68708 0.21857
C -0.41448 0.31314 1.00271
C 0.62647 -0.66316 1.51558
H -1.45796 0.47111 -2.20504
H -0.49663 -1.07890 -1.93961
H 0.10698 1.19378 0.61843
H -1.08452 0.60906 1.80699
H 1.16853 -0.22053 2.35531
H 0.17615 -1.60519 1.83982
H 1.35098 -0.84313 0.71912
O 1.78251 0.67255 -1.25709
H 2.08688 1.54732 -1.50663
*
```



Run ii
Below is a single C4H9O2 molecule, with properties calculated with the ωB97M-V functional and the def2-TZVPD basis.

## Properties
Lowest unoccupied orbital energy (spin up / spin down) (eV): 1.03 / -2.03
Highest occupied orbital energy (spin up / spin down) (eV): -10.3 / -10.2

ORCA input file:
```
! RIJCOSX wB97M-V def2-TZVPD def2/J DEFGRID3
* xyz 0 2
C 0.33089 1.78424 0.33781
O -0.48591 1.90643 1.49286
C 0.67054 0.33248 -0.05928
C -0.58419 -0.54280 -0.23371
C -0.15163 -1.94444 -0.71203
O -1.13257 -0.63399 1.00122
H -0.16185 2.28848 -0.47988
H 1.26015 2.30383 0.56042
H 1.19340 -0.03615 0.83707
H 1.45711 0.43444 -0.81039
H -1.25474 -0.08599 -0.96477
H 0.85055 -1.96515 -1.14789
H -0.14757 -2.66539 0.10096
H -0.85394 -2.29536 -1.45220
H -0.99024 1.11937 1.52979
*
```



Most stable of them? run i.